{"formula": "C35H62BeBrCl10F5KN4NaO16P2", "method": "ωB97M-V with the def2-TZVPD basis set", "symbols": ["C", "O", "C", "C", "C", "C", "C", "F", "F", "C", "F", "F", "N", "C", "C", "C", "C", "N", "C", "C", "O", "C", "F", "C", "Br", "O", "C", "C", "C", "C", "C", "C", "O", "C", "C", "C", "C", "Cl", "O", "C", "N", "H", "H", "H", "H", "H", "H", "H", "H", "H", "H", "H", "H", "H", "H", "H", "H", "H", "H", "H", "H", "H", "H", "H", "H", "H", "H", "H", "H", "H", "H", "H", "H", "H", "H", "H", "H", "H", "H", "H", "H", "H", "H", "H", "C", "Cl", "Cl", "H", "H", "O", "P", "O", "C", "C", "O", "C", "C", "O", "C", "C", "H", "H", "H", "H", "H", "H", "H", "H", "H", "H", "H", "H", "H", "H", "H", "Cl", "Be", "N", "O", "O", "O", "O", "P", "O", "O", "O", "C", "Cl", "Cl", "H", "H", "K", "Na", "C", "Cl", "Cl", "Cl", "Cl"], "coordinates": [[6.676, -2.955, 0.119], [6.012, -3.128, -1.156], [5.238, -1.979, -1.383], [3.738, -2.164, -0.901], [2.994, -0.796, -0.788], [2.229, -0.458, 0.572], [3.312, -0.477, 1.686], [4.533, 0.029, 1.264], [3.709, -1.733, 2.060], [2.995, 0.164, 3.076], [4.123, -0.046, 3.835], [2.783, 1.500, 3.090], [1.648, 0.927, 0.311], [2.647, 2.031, 0.114], [2.014, 3.470, -0.056], [3.271, 4.449, -0.247], [3.594, 4.962, 1.214], [2.593, 5.936, 1.689], [1.898, 5.516, 2.850], [2.584, 5.044, 4.149], [0.702, 5.505, 2.825], [0.491, 1.324, 1.141], [-0.441, 1.849, 0.247], [-0.260, 0.200, 1.965], [-0.254, 0.843, 3.884], [-1.572, 0.261, 1.604], [-2.523, -0.445, 2.435], [-3.580, 0.493, 3.137], [-4.857, 0.563, 2.217], [-4.036, -0.047, 4.523], [-4.249, -1.598, 4.556], [-3.148, 0.475, 5.728], [0.339, -1.073, 2.019], [1.004, -1.501, 0.810], [-0.032, -1.563, -0.351], [-1.403, -2.279, -0.129], [-1.691, -3.152, -1.423], [-1.639, -3.354, 1.279], [1.438, -2.778, 1.187], [1.362, -3.736, 0.293], [1.245, -4.468, -0.542], [7.319, -2.044, 0.092], [5.869, -2.844, 0.879], [7.332, -3.817, 0.332], [5.208, -1.812, -2.487], [5.688, -1.044, -0.962], [3.264, -2.752, -1.722], [3.776, -2.834, -0.029], [3.808, -0.069, -1.001], [2.317, -0.706, -1.678], [2.223, -0.456, 3.578], [1.276, 0.823, -0.648], [3.202, 1.946, -0.843], [3.412, 2.151, 0.896], [1.503, 3.829, 0.857], [1.325, 3.488, -0.921], [2.896, 5.286, -0.866], [4.121, 3.898, -0.695], [3.583, 4.076, 1.888], [4.587, 5.465, 1.199], [1.861, 6.111, 0.998], [3.680, 4.948, 4.052], [2.261, 5.710, 4.971], [2.150, 4.046, 4.383], [0.687, 2.152, 1.848], [-2.106, -1.210, 3.117], [-3.148, -1.042, 1.729], [-3.123, 1.512, 3.194], [-4.565, 0.715, 1.149], [-5.298, -0.461, 2.251], [-5.573, 1.323, 2.576], [-5.041, 0.400, 4.714], [-3.254, -2.091, 4.712], [-4.842, -1.965, 3.588], [-4.913, -1.806, 5.412], [-2.369, -0.251, 6.032], [-3.781, 0.800, 6.581], [-2.640, 1.409, 5.379], [0.403, -1.965, -1.306], [-0.338, -0.526, -0.651], [-2.235, -1.549, -0.123], [-2.504, -3.875, -1.218], [-2.093, -2.477, -2.220], [-0.779, -3.633, -1.828], [-7.857, -2.468, 7.736], [-7.384, -0.948, 6.965], [-6.937, -3.835, 7.104], [-7.678, -2.388, 8.805], [-8.913, -2.645, 7.548], [-0.457, 0.186, -4.069], [-0.474, 1.463, -4.906], [-1.863, 2.127, -4.326], [-1.871, 2.660, -3.002], [-1.109, 3.970, -2.918], [-1.033, 0.761, -6.281], [-0.654, -0.584, -6.629], [-1.799, -1.534, -6.338], [-0.085, 2.842, -5.760], [-0.747, 3.275, -6.960], [-2.186, 3.702, -6.777], [-1.461, 1.927, -2.300], [-2.915, 2.824, -2.733], [-0.044, 3.819, -3.129], [-1.202, 4.406, -1.921], [-1.481, 4.686, -3.651], [0.254, -0.885, -6.107], [-0.428, -0.597, -7.696], [-2.199, -1.389, -5.332], [-1.476, -2.569, -6.439], [-2.623, -1.354, -7.031], [-0.652, 2.529, -7.747], [-0.175, 4.141, -7.303], [-2.835, 2.847, -6.586], [-2.547, 4.196, -7.680], [-2.289, 4.393, -5.939], [-6.523, -2.525, 3.800], [4.644, 6.250, -0.935], [1.483, -3.753, -6.554], [2.517, -4.412, -6.752], [0.758, -3.422, -7.527], [1.160, -3.437, -5.401], [1.222, -8.777, -3.982], [1.380, -7.601, -3.023], [2.760, -7.604, -2.370], [0.320, -7.717, -1.932], [1.216, -6.315, -3.821], [8.636, 5.195, -1.390], [9.420, 3.638, -1.105], [7.185, 5.385, -0.384], [9.334, 5.991, -1.149], [8.347, 5.258, -2.434], [0.804, -5.760, -7.853], [1.031, -1.747, -3.018], [-10.643, -5.776, 8.223], [-12.288, -6.070, 8.813], [-9.516, -5.781, 9.590], [-10.190, -7.046, 7.079], [-10.578, -4.203, 7.414]], "atomic_forces_ev_per_a": [[-0.192, -0.045, -0.103], [0.398, 0.982, 0.799], [-0.745, 0.396, -1.043], [0.647, -0.626, -0.976], [0.640, -0.372, -0.129], [1.026, -1.719, -2.024], [1.834, -0.012, 1.690], [-1.240, 0.678, -0.538], [-1.408, 0.120, -0.625], [0.974, -1.386, 1.414], [-0.464, 0.380, -0.606], [-0.310, -0.368, -0.627], [0.517, -0.435, -0.313], [0.794, 2.970, -0.637], [0.784, -0.465, 0.011], [-2.306, -1.089, 1.802], [0.576, 0.151, -0.803], [-0.027, -1.125, 0.378], [0.475, -0.180, 0.512], [0.199, -0.303, -0.750], [-1.388, 0.220, -0.076], [-2.449, 1.034, 0.726], [1.148, -0.308, -0.026], [-1.350, 0.584, 1.245], [0.602, -0.201, -0.247], [1.560, -0.530, -0.345], [-2.633, -1.068, 0.456], [0.025, 0.246, -0.748], [0.964, -0.842, -0.089], [0.053, 0.101, 1.042], [1.523, 1.257, -0.822], [-0.169, 0.683, -0.924], [0.646, 0.516, -1.034], [-1.381, 0.906, 0.499], [-0.102, 1.147, -0.816], [-0.934, -1.221, -1.702], [-0.300, 0.961, -0.164], [0.512, 0.307, -0.119], [0.706, -0.180, -0.025], [0.142, 3.630, 3.396], [-0.265, -3.104, -3.395], [-0.481, -0.497, 0.072], [0.843, -0.095, -0.056], [-0.632, 0.277, -0.213], [0.064, -0.163, 0.638], [-0.221, -0.708, 0.066], [0.222, 0.089, 0.790], [-0.348, 0.589, -0.152], [-0.826, -0.073, 0.493], [0.231, 0.321, 1.080], [-0.139, 0.939, -0.439], [-0.364, 0.034, 0.457], [-0.536, -0.850, 0.633], [-0.636, -0.839, 0.014], [-0.118, -0.375, -0.601], [0.309, 0.071, 0.462], [0.386, -0.608, 0.099], [-0.331, 0.595, 0.023], [0.455, 0.548, -0.375], [-0.355, -0.585, 0.340], [0.280, 0.177, 0.131], [-0.515, 0.262, 0.325], [0.407, -0.188, -0.513], [0.306, 0.585, -0.180], [0.582, -0.678, -0.522], [0.371, 0.809, -0.380], [0.702, 0.316, 0.335], [-0.313, -0.613, 0.224], [-0.243, 0.326, 0.669], [-0.188, 0.829, 0.113], [0.330, -0.445, -0.305], [0.571, -0.270, -0.392], [-0.485, 0.159, -0.050], [2.094, 0.719, 2.183], [0.598, -0.176, -0.528], [-0.488, 0.316, 0.002], [0.449, -0.618, -0.370], [-0.209, -0.561, 0.427], [-0.301, -0.167, 2.069], [0.322, -0.539, 0.468], [0.834, -0.205, 0.484], [0.735, 0.242, -0.118], [0.324, -0.309, 0.498], [-0.584, -0.233, 0.491], [0.032, 0.023, -0.012], [-0.047, 0.100, 0.133], [-0.098, -0.032, 0.172], [0.064, 0.015, -0.077], [0.482, 0.248, -0.044], [4.031, 1.422, 1.533], [-7.814, -0.662, -4.863], [1.124, -0.079, 0.485], [-0.132, 0.254, 0.230], [0.140, -0.051, 0.031], [1.029, 0.399, 0.515], [-0.389, -0.554, -0.073], [-0.211, -0.033, 0.026], [2.502, -1.100, 3.024], [-0.190, 0.438, -1.269], [-0.211, -0.405, 0.402], [-0.081, -0.046, -0.013], [0.009, -0.125, -0.116], [0.007, 0.040, -0.003], [-0.034, -0.034, -0.010], [-0.011, -0.015, 0.042], [-0.059, -0.006, 0.011], [0.008, 0.181, 0.058], [0.165, 0.020, 0.019], [0.076, 0.067, -0.042], [0.040, 0.001, -0.007], [-0.029, -0.166, 0.241], [0.226, -0.077, 0.363], [0.024, 0.041, 0.004], [0.197, 0.005, -0.049], [0.026, 0.041, -0.081], [-3.451, -1.187, -1.102], [0.601, 1.503, -0.761], [0.820, 1.114, 0.934], [0.082, 0.172, -0.081], [-0.203, 0.555, 0.029], [-0.188, 0.646, 0.391], [0.144, -0.395, 0.432], [0.121, 0.119, 0.100], [0.129, -0.106, -0.534], [-0.356, 0.024, -0.459], [-0.134, 0.616, 0.209], [0.309, -0.073, -0.142], [0.008, 0.049, -0.060], [0.365, -0.060, 0.088], [-0.083, -0.062, 0.123], [-0.095, -0.066, 0.095], [-0.426, -1.989, -0.515], [-0.317, -0.557, -1.965], [0.073, -0.020, -0.066], [0.083, 0.018, -0.019], [-0.080, 0.012, -0.083], [-0.035, 0.121, 0.102], [-0.430, -0.447, -0.003]], "mulliken_charge": [-0.551, -0.424, -0.803, -1.018, -1.988, 1.035, 0.732, -0.382, -0.312, -0.229, -0.380, -0.060, 1.186, -1.534, 0.252, -1.295, -0.260, -0.084, 0.584, -0.905, -0.572, -0.334, -0.537, -0.001, -0.065, 0.372, -1.614, 0.332, -1.563, 0.917, -1.382, -1.279, -0.595, 0.664, 1.249, -0.067, -1.068, -0.119, -0.358, 0.469, -0.300, 0.266, 0.161, 0.300, 0.302, 0.415, 0.275, 0.608, 0.777, 0.476, 0.320, 0.956, 0.288, 0.435, 0.314, -0.303, 0.678, 0.437, -0.081, 0.239, 0.355, 0.305, 0.381, 0.163, 0.749, 0.497, 0.347, 0.421, 0.304, 0.311, 0.454, 0.349, 0.294, 0.003, 0.325, 0.231, 0.338, 0.230, -1.348, -0.078, 0.409, 0.498, 0.249, 0.218, 0.036, -0.138, -0.103, 0.325, -0.112, -0.664, 1.307, -0.315, 0.167, -1.040, -0.441, -0.173, -1.100, -0.514, -0.247, -0.922, -0.261, 0.307, 0.203, 0.482, 0.286, 0.121, 0.373, 0.230, 0.289, 0.397, 0.257, 0.371, 0.271, 0.412, 0.179, -0.707, 0.060, 0.850, -0.660, -0.744, -0.403, -0.514, 0.618, -0.462, -0.441, -0.174, -0.350, -0.140, -0.043, 0.302, 0.269, 0.999, 1.002, 0.374, -0.110, -0.102, -0.087, -0.102], "orbital_gap_ev": 1.999, "homo_ha": -0.189, "e_lumo_ha": -0.116, "charge": 0}